# 1
ORCA calculation (ωB97M-V/def2-TZVPD) on a 7-piece molecular cluster, H14O7 overall in a non-equilibrium geometry.

Values from the calculation:
electronic energy: -535.02965 a.u.
gap between HOMO and LUMO: 11.2935 eV
LUMO level: 0.067 eV

Last column: natural (NBO) charge in e.
Cartesian coordinates (Å):
O1 -0.495 1.371 1.609  -0.94
H1 -1.302 1.174 2.099  0.49
H2 -0.212 0.515 1.270  0.45
O2 -2.132 -0.209 1.157  -0.97
H3 -3.036 -0.531 1.067  0.48
H4 -2.022 0.393 0.413  0.51
O3 3.993 -1.611 -0.367  -0.93
H5 3.204 -1.092 -0.557  0.45
H6 3.951 -2.341 -0.995  0.48
O4 4.116 2.793 -0.543  -0.93
H7 3.348 2.222 -0.427  0.46
H8 4.845 2.284 -0.172  0.47
O5 -3.028 1.904 -0.916  -0.94
H9 -3.461 1.045 -0.851  0.47
H10 -3.533 2.370 -1.591  0.48
O6 1.091 -2.114 0.602  -0.93
H11 1.652 -1.338 0.492  0.46
H12 0.419 -1.830 1.232  0.47
O7 -2.570 -1.342 -1.372  -0.96
H13 -2.281 -1.412 -0.455  0.47
H14 -2.547 -2.250 -1.695  0.48

Atomic forces in eV per Å
1.114 0.807 0.196
0.346 0.047 -0.046
-0.012 0.295 0.284
-1.348 -1.307 -0.372
-0.139 -0.050 0.245
0.121 0.459 -0.023
-0.099 0.145 -0.062
0.287 -0.065 -0.214
-0.008 0.011 0.088
-0.008 -0.204 0.056
0.030 0.152 -0.008
-0.017 0.067 -0.044
-0.149 -0.123 0.121
-0.100 0.013 -0.328
0.130 -0.004 0.050
-0.170 0.253 -0.031
-0.036 -0.229 0.233
-0.028 -0.108 0.018
-0.179 -0.207 0.006
0.297 -0.078 -0.052
-0.033 0.126 -0.117

***

# 2
ORCA calculation (ωB97M-V/def2-TZVPD) on a 3-piece molecular cluster, C36H78FN2O4 overall in a non-equilibrium geometry.

Values from the calculation:
electronic energy: -1928.41399 a.u.
gap between HOMO and LUMO: 7.6230 eV
net charge: +1
LUMO level: -2.752 eV

Last column: Löwdin charge in e.
Cartesian coordinates (Å):
C1 4.339 2.001 2.067  -0.11
C2 3.726 1.434 0.734  -0.26
C3 3.556 -0.141 0.769  -0.20
C4 3.252 -0.690 -0.673  -0.20
C5 2.848 -2.219 -0.695  -0.20
C6 1.703 -2.571 0.315  -0.22
C7 0.800 -3.785 -0.111  -0.20
C8 0.200 -3.637 -1.564  -0.20
C9 -1.298 -4.143 -1.623  -0.18
C10 -2.101 -3.359 -2.769  -0.18
C11 -3.441 -2.743 -2.212  -0.16
C12 -3.032 -1.511 -1.323  -0.28
C13 -3.984 -1.263 -0.088  -0.08
N1 -4.190 0.180 0.220  0.08
C14 -2.892 0.965 0.294  -0.34
C15 -3.338 2.454 0.571  -0.13
C16 -3.966 2.688 1.998  -0.20
C17 -5.277 3.580 1.916  -0.24
C18 -4.982 4.879 1.057  -0.11
C19 -2.054 0.312 1.450  -0.11
C20 -1.028 1.263 2.176  -0.13
C21 0.395 0.573 2.281  -0.19
F1 1.031 1.101 3.407  -0.05
C22 -2.255 0.909 -1.149  -0.21
C23 -0.715 0.594 -1.211  -0.14
C24 0.232 1.842 -1.006  -0.19
C25 -0.030 3.028 -2.016  -0.19
C26 1.238 3.510 -2.810  -0.19
C27 2.555 3.658 -1.946  -0.24
N2 3.541 2.608 -2.397  -0.02
C28 -2.978 -0.140 -2.130  -0.07
H1 5.438 1.826 2.155  0.08
H2 3.776 1.656 2.973  0.07
H3 4.217 3.120 2.053  0.06
H4 2.728 1.925 0.554  0.07
H5 4.350 1.713 -0.158  0.10
H6 4.534 -0.567 1.110  0.13
H7 2.732 -0.389 1.486  0.08
H8 4.185 -0.558 -1.280  0.12
H9 2.388 -0.113 -1.101  0.08
H10 2.555 -2.438 -1.757  0.10
H11 3.745 -2.860 -0.498  0.12
H12 1.100 -1.654 0.565  0.07
H13 2.192 -2.871 1.281  0.12
H14 -0.082 -3.792 0.590  0.10
H15 1.308 -4.768 0.060  0.12
H16 0.809 -4.303 -2.232  0.12
H17 0.284 -2.591 -1.956  0.09
H18 -1.840 -3.926 -0.660  0.09
H19 -1.354 -5.253 -1.766  0.11
H20 -1.463 -2.544 -3.206  0.10
H21 -2.307 -4.051 -3.628  0.11
H22 -4.018 -3.466 -1.591  0.12
H23 -4.040 -2.348 -3.074  0.12
H24 -2.020 -1.747 -0.897  0.12
H25 -4.998 -1.691 -0.320  0.15
H26 -3.606 -1.852 0.779  0.14
H27 -4.618 0.216 1.158  0.17
H28 -4.875 0.637 -0.393  0.18
H29 -4.024 2.750 -0.268  0.12
H30 -2.458 3.142 0.479  0.12
H31 -4.178 1.731 2.550  0.10
H32 -3.260 3.262 2.653  0.12
H33 -5.577 3.864 2.959  0.11
H34 -6.149 3.002 1.509  0.10
H35 -3.888 5.103 1.130  0.08
H36 -5.579 5.761 1.374  0.08
H37 -5.255 4.653 -0.002  0.07
H38 -2.791 -0.016 2.237  0.12
H39 -1.517 -0.625 1.155  0.11
H40 -1.358 1.380 3.243  0.13
H41 -0.956 2.292 1.765  0.10
H42 0.228 -0.514 2.463  0.12
H43 1.033 0.755 1.386  0.08
H44 -2.441 1.911 -1.625  0.13
H45 -0.508 0.242 -2.259  0.13
H46 -0.370 -0.231 -0.545  0.09
H47 1.277 1.451 -1.157  0.07
H48 0.213 2.260 0.026  0.09
H49 -0.778 2.662 -2.768  0.10
H50 -0.547 3.846 -1.450  0.11
H51 1.379 2.885 -3.730  0.11
H52 0.991 4.538 -3.198  0.11
H53 3.063 4.641 -2.051  0.11
H54 2.371 3.478 -0.854  0.09
H55 3.682 2.794 -3.396  0.07
H56 2.987 1.744 -2.411  0.04
H57 -2.417 -0.233 -3.085  0.13
H58 -4.027 0.216 -2.314  0.12
C29 -4.520 -10.580 -2.811  -0.11
O1 -4.170 -9.943 -1.591  -0.19
C30 -2.769 -9.733 -1.468  -0.20
C31 -2.403 -8.285 -1.750  -0.21
O2 -2.609 -7.954 -3.120  -0.19
C32 -3.793 -7.202 -3.316  -0.11
H59 -5.604 -10.537 -2.915  0.09
H60 -4.067 -10.083 -3.671  0.08
H61 -4.214 -11.630 -2.786  0.09
H62 -2.212 -10.410 -2.122  0.13
H63 -2.501 -9.967 -0.433  0.13
H64 -1.336 -8.147 -1.547  0.12
H65 -2.962 -7.608 -1.096  0.12
H66 -3.645 -6.188 -2.929  0.07
H67 -4.654 -7.669 -2.833  0.09
H68 -3.985 -7.144 -4.387  0.09
C33 7.452 8.006 4.813  -0.11
O3 6.225 8.040 4.100  -0.19
C34 6.356 7.554 2.769  -0.20
C35 5.815 6.139 2.643  -0.21
O4 6.626 5.209 3.353  -0.19
C36 6.049 4.818 4.588  -0.11
H69 7.239 8.211 5.862  0.09
H70 7.936 7.030 4.740  0.08
H71 8.126 8.783 4.436  0.09
H72 7.395 7.605 2.434  0.13
H73 5.762 8.214 2.130  0.12
H74 5.842 5.845 1.589  0.12
H75 4.775 6.088 2.982  0.12
H76 5.190 4.163 4.407  0.08
H77 5.736 5.681 5.181  0.08
H78 6.798 4.262 5.152  0.09

Atomic forces in eV per Å
-0.454 0.838 -0.444
0.132 -0.430 0.302
0.211 0.924 -0.693
-0.003 -0.685 0.885
0.100 0.448 -0.403
0.675 -0.648 0.266
-0.769 0.874 0.205
0.026 -1.303 0.460
-0.167 1.014 -0.624
-0.222 -0.944 0.068
0.887 0.811 -0.159
-0.092 0.702 -0.123
-0.645 -2.081 -1.400
0.022 -0.308 1.321
0.658 0.898 -0.458
0.431 -0.242 0.570
-0.839 0.644 -0.026
0.328 0.172 0.338
-0.227 -0.865 0.065
-0.294 0.228 0.587
0.506 -0.597 0.687
-1.224 0.511 0.122
-0.048 -0.207 -0.600
0.270 -0.429 -1.392
0.413 0.987 -0.371
0.399 -0.115 -0.404
-0.345 -0.778 -0.095
-0.693 1.706 0.505
0.244 -1.164 -0.468
-0.855 0.487 -0.099
0.100 -0.289 2.047
-0.935 -0.177 0.015
0.636 0.035 -0.797
0.181 -0.909 0.037
0.799 -0.529 0.248
-0.444 -0.197 0.883
-0.920 0.129 -0.027
0.931 -0.051 -0.466
-1.016 0.104 0.255
0.880 -0.446 0.160
0.088 0.034 0.943
-0.693 0.531 -0.037
0.286 -0.841 -0.508
-0.462 0.447 -0.691
0.814 -0.046 -0.436
-0.233 0.889 -0.394
-0.538 0.830 0.286
-0.109 -0.790 0.509
0.683 -0.192 -0.647
0.070 0.995 0.024
-0.571 -0.598 0.510
0.030 0.585 0.772
0.344 0.291 -0.700
0.146 -0.563 0.834
-0.788 0.438 -0.482
0.827 0.490 0.196
-0.307 0.977 -0.320
0.111 0.175 -0.299
0.416 -0.260 -0.160
0.396 -0.277 0.806
-0.650 -0.832 -0.180
0.132 0.746 -0.503
-0.381 -0.643 -0.640
0.331 -0.252 -0.873
0.766 0.460 0.149
-0.966 0.090 -0.146
0.454 -0.667 -0.117
0.417 0.420 0.696
0.659 0.255 -0.657
-0.607 0.820 -0.130
0.280 -0.045 -0.945
-0.035 -0.808 0.088
0.359 0.650 -0.171
-0.465 -0.203 0.681
0.403 -0.793 0.536
-0.159 0.250 0.912
-0.486 0.535 -0.377
-1.027 0.460 0.223
-0.079 -0.508 -0.647
0.557 0.433 0.493
0.649 -0.420 -0.611
0.145 0.322 1.003
0.102 -0.950 0.182
-0.595 -0.575 -0.002
0.019 0.321 -1.001
0.226 -0.077 0.369
0.515 0.069 0.089
-0.506 0.137 0.670
0.800 -0.448 -0.278
-0.117 -0.042 0.098
0.163 0.046 -0.280
-0.318 0.221 0.382
0.370 -0.298 -0.317
-0.239 0.070 0.192
0.132 -0.034 -0.158
0.033 0.005 0.099
0.048 -0.023 0.005
0.021 0.000 -0.108
0.005 0.082 -0.054
0.061 0.003 -0.012
0.007 -0.017 0.055
-0.071 -0.070 -0.007
-0.187 0.072 0.043
0.011 0.048 0.056
0.096 -0.006 0.027
-0.088 0.105 0.067
0.240 -0.195 -0.055
-0.506 0.083 0.172
0.504 -0.064 -0.196
-0.238 0.119 0.179
0.111 -0.079 -0.055
-0.070 0.036 -0.064
0.018 0.008 -0.046
0.092 -0.059 0.018
-0.002 -0.092 0.025
0.021 -0.019 -0.052
-0.033 0.030 -0.028
0.028 0.068 0.062
-0.073 0.012 0.092
-0.036 0.007 -0.027
0.013 0.003 -0.110

***

# 3
ORCA calculation (ωB97M-V/def2-TZVPD) on a 2-piece molecular cluster, C7H7BrF3N4 overall in a non-equilibrium geometry.

Values from the calculation:
electronic energy: -3363.27820 a.u.
gap between HOMO and LUMO: 9.2567 eV
net charge: +1
LUMO level: -3.992 eV

Last column: natural (NBO) charge in e.
Cartesian coordinates (Å):
C1 2.289 1.088 -1.101  -0.12
C2 1.208 1.820 -0.730  -0.23
C3 2.282 -0.361 -0.977  -0.20
C4 1.249 -0.985 -0.337  0.09
C5 0.073 1.207 -0.026  0.49
C6 -4.125 0.658 0.446  0.13
C7 1.081 -2.454 -0.042  0.97
N1 -0.850 1.937 0.447  -0.71
N2 0.220 -0.114 0.200  -0.18
N3 -3.136 0.936 0.953  -0.42
N4 -0.685 -0.658 1.136  -0.67
F1 -0.210 -2.851 -0.438  -0.34
F2 1.929 -3.211 -0.618  -0.26
F3 1.225 -2.725 1.278  -0.31
Br1 -5.545 0.184 -0.355  0.34
H1 3.252 1.605 -1.308  0.26
H2 1.095 2.827 -0.998  0.24
H3 3.100 -0.875 -1.415  0.26
H4 -1.071 2.858 0.269  0.43
H5 -0.370 -1.247 1.913  0.41
H6 -1.568 1.485 1.006  0.46
H7 -1.442 -1.123 0.698  0.38

Atomic forces in eV per Å
0.227 -0.161 0.950
-0.516 -1.883 -0.281
-0.990 0.355 0.629
-0.101 3.024 -0.104
4.470 -0.174 -2.265
2.003 0.528 1.039
-2.210 -0.054 0.892
-1.588 -1.614 2.020
-0.083 -2.525 1.205
-0.817 -0.092 0.469
-0.395 0.611 0.662
1.686 0.438 0.583
1.314 -0.735 -1.648
-0.598 0.464 -0.126
-2.550 -0.771 -1.340
-0.995 -0.509 -0.572
0.206 1.418 0.138
0.478 -0.716 -0.096
0.390 2.287 -0.874
0.872 0.645 -0.739
-0.172 -0.228 0.132
-0.630 -0.310 -0.675